1.
A structure of composition C22H22MnN8O7S, computed with ωB97M-V/def2-TZVPD.

Each line ends with the Löwdin spin population.
Cartesian coordinates (Å):
Mn (1.87760, -1.27940, -0.62182)  4.692
N (-3.26067, 3.16612, -0.06511)  0.000
C (-1.88596, 3.00382, -0.24395)  0.000
C (-1.11177, 2.40440, 0.75148)  0.000
C (0.23201, 2.16488, 0.53755)  0.001
C (0.82363, 2.52371, -0.66665)  0.001
C (0.07036, 3.14329, -1.65323)  0.000
C (-1.27733, 3.37813, -1.44246)  0.000
S (2.51496, 2.09775, -0.94838)  0.006
O (3.09398, 3.05333, -1.84503)  0.004
O (3.10588, 1.93374, 0.36089)  0.002
N (2.46409, 0.60093, -1.56950)  0.036
C (1.99121, 0.33521, -2.81307)  0.008
N (1.62535, 1.26922, -3.70076)  0.002
C (1.15333, 0.83675, -4.85874)  0.002
C (1.01439, -0.50532, -5.18102)  0.003
C (1.39771, -1.39768, -4.19791)  0.005
N (1.89029, -1.00482, -3.03341)  0.030
H (-3.56028, 3.22149, 0.89564)  0.000
H (-3.68122, 3.88625, -0.63093)  0.000
H (-1.57394, 2.11735, 1.68977)  0.000
H (0.83638, 1.70523, 1.30953)  0.000
H (0.54933, 3.43148, -2.57879)  0.000
H (-1.86942, 3.85689, -2.21409)  0.000
H (0.86137, 1.60661, -5.56684)  0.000
H (0.61955, -0.83155, -6.13082)  0.000
H (1.30635, -2.46901, -4.34965)  0.000
N (2.32128, -4.32120, -0.07927)  0.004
N (2.76014, -3.32217, -1.00635)  0.035
H (2.29189, -5.22901, -0.52303)  0.001
H (1.38848, -4.06022, 0.21959)  0.001
H (2.54521, -3.55833, -1.96913)  0.003
H (3.76753, -3.24474, -0.92747)  0.003
O (-0.20888, -0.71131, -0.79600)  0.037
C (-0.63467, -1.54967, 0.03798)  0.014
O (0.12123, -2.42433, 0.54527)  0.031
C (-2.07029, -1.46335, 0.46309)  0.001
C (-2.86108, -0.42932, -0.02679)  0.001
C (-4.17406, -0.30030, 0.39252)  0.000
C (-4.66819, -1.22462, 1.29588)  0.001
C (-3.90608, -2.26883, 1.79085)  0.000
C (-2.59247, -2.38058, 1.36841)  0.001
N (-6.06326, -1.08726, 1.75805)  0.000
O (-6.70120, -0.13878, 1.34970)  0.000
O (-6.49045, -1.93017, 2.51996)  0.000
H (-2.43025, 0.27610, -0.72287)  0.000
H (-4.80059, 0.50350, 0.03788)  0.000
H (-4.34265, -2.96428, 2.49168)  0.000
H (-1.95699, -3.17496, 1.73524)  0.000
O (3.08211, -1.19063, 1.10948)  0.050
N (2.76642, -0.48361, 2.17326)  0.005
C (1.61008, -0.72712, 2.82186)  0.007
C (1.26848, 0.01265, 3.93159)  0.000
C (2.12624, 1.00297, 4.38833)  0.006
C (3.31367, 1.21947, 3.71050)  0.000
C (3.61620, 0.46486, 2.59760)  0.006
H (1.00921, -1.51614, 2.39107)  0.001
H (0.33128, -0.19741, 4.42674)  0.000
H (1.87170, 1.59553, 5.25596)  0.000
H (4.00950, 1.98511, 4.02024)  0.000
H (4.49325, 0.58937, 1.98548)  0.000

- F_max: 0.18 eV Å⁻¹
- Highest occupied orbital energy (spin up / spin down): -7.982 / -8.057 eV
- Multiplicity: 6
- Relative energy (zero: lowest compared OMol25 entry of this formula, charge and spin): 0.0000 eV
- HOMO-LUMO gap (spin up / spin down): 7.4 / 7.5 eV

=====

2.
A cluster of 2 separate species, C9H11OP in total at a distorted geometry, computed with ωB97M-V/def2-TZVPD.

Each line ends with the Löwdin charge.
Cartesian coordinates (Å):
P (2.07471, -2.16414, 0.66288)  0.849
C (1.49324, -0.51022, -0.11005)  -0.485
C (1.38662, 0.55060, 0.77999)  -0.146
C (1.27633, 1.84252, 0.29035)  -0.083
C (1.02987, 2.00977, -1.05223)  -0.085
C (0.70860, 0.87985, -1.84027)  -0.075
C (1.05552, -0.41566, -1.38206)  -0.145
H (2.67116, -2.75273, -0.40231)  -0.141
H (3.20099, -1.69397, 1.15063)  -0.163
H (1.56959, 0.41908, 1.76994)  0.066
H (1.33111, 2.55012, 1.05275)  0.088
H (0.68492, 2.95289, -1.39824)  0.089
H (0.50464, 0.95736, -2.94129)  0.120
H (0.81106, -1.32034, -1.96448)  0.114
C (-2.27936, -0.02586, 1.62539)  -0.086
C (-2.73410, -0.83042, 0.43138)  -0.159
C (-2.36885, -0.73916, -0.81130)  -0.216
O (-2.11882, -0.81968, -1.95043)  0.148
H (-2.72479, -0.60849, 2.42937)  0.072
H (-1.20504, -0.08776, 1.61685)  0.046
H (-2.59199, 1.00891, 1.60839)  0.072
H (-3.77541, -1.20266, 0.43474)  0.122

- F_max: 3.49 eV Å⁻¹
- Highest occupied orbital energy: -8.706 eV
- Multiplicity: 1
- SMILES: Pc1ccccc1.CC=C=O
- Relative energy (zero: lowest compared OMol25 entry of this formula, charge and spin): 2.0268 eV
- HOMO-LUMO gap: 9.4 eV

=====

3.
A structure of composition C5H5NO at a distorted geometry, computed with ωB97M-V/def2-TZVPD.

Each line ends with the Löwdin charge.
Cartesian coordinates (Å):
O (-0.33037, -1.61731, 0.08966)  0.013
C (-0.25480, -0.44207, 0.97193)  -0.216
C (-0.91555, 0.71573, 0.30671)  -0.026
C (1.02220, 0.27253, 0.47609)  -0.094
C (0.07351, 0.80165, -0.61124)  -0.081
C (-0.22771, -1.30076, -1.18559)  -0.406
N (-0.20109, -1.41466, -2.34637)  0.192
H (-0.48348, -0.79371, 1.98385)  0.155
H (-1.56647, 1.46667, 0.70998)  0.115
H (1.86134, -0.36935, 0.24298)  0.108
H (1.29146, 1.12916, 1.10862)  0.121
H (0.21339, 1.35328, -1.52942)  0.119

- F_max: 1.84 eV Å⁻¹
- Highest occupied orbital energy: -9.113 eV
- Multiplicity: 1
- Relative energy (zero: lowest compared OMol25 entry of this formula, charge and spin): 4.5219 eV
- HOMO-LUMO gap: 9.3 eV

=====

4.
A cluster of 2 separate species, H3N3O2 in total at a distorted geometry, computed with ωB97M-V/def2-TZVPD.

Each line ends with the Löwdin charge.
Cartesian coordinates (Å):
N (0.79127, -1.75726, 1.96469)  0.202
N (-0.68188, -0.54884, 0.73273)  0.108
N (0.46093, -1.01440, 1.16846)  -0.288
O (1.65427, 0.13139, 0.29816)  -0.237
O (1.21888, 0.59596, -0.89183)  -0.136
H (-0.60945, 0.36372, 0.31194)  0.097
H (-1.40235, -0.81239, 1.45933)  0.151
H (1.98611, 0.31260, -1.43179)  0.103

- F_max: 3.54 eV Å⁻¹
- Highest occupied orbital energy (spin up / spin down): -8.444 / -8.570 eV
- Multiplicity: 1
- Relative energy (zero: lowest compared OMol25 entry of this formula, charge and spin): 2.7440 eV
- HOMO-LUMO gap (spin up / spin down): 8.5 / 8.6 eV

=====

5.
An isolated molecule of C7H12 at a distorted geometry, computed with ωB97M-V/def2-TZVPD.

Each line ends with the Löwdin charge.
Cartesian coordinates (Å):
C (-1.17348, 0.00968, 0.80033)  -0.347
C (0.69982, 0.11464, 0.52599)  -0.291
C (-1.75134, 1.27449, 0.92754)  -0.010
C (1.08155, 1.13926, -0.50460)  -0.080
C (1.40026, -1.22060, 0.44983)  -0.089
C (-1.22207, -0.79422, -0.38942)  -0.067
C (-1.02319, -1.06243, -1.64442)  -0.030
H (-1.15941, -0.58513, 1.71334)  0.126
H (0.79334, 0.53237, 1.52191)  0.115
H (-2.02493, 1.85445, 0.05733)  0.054
H (-2.12720, 1.59312, 1.88896)  0.043
H (0.89954, -1.97439, 1.06120)  0.085
H (1.00034, 0.76487, -1.52621)  0.062
H (2.13064, 1.41086, -0.34670)  0.089
H (0.47485, 2.03797, -0.39534)  0.076
H (1.46850, -1.60010, -0.56773)  0.073
H (2.41506, -1.09707, 0.84427)  0.086
H (-1.59728, -1.84186, -2.14160)  0.055
H (-0.28499, -0.55593, -2.27468)  0.050

- F_max: 1.81 eV Å⁻¹
- Highest occupied orbital energy (spin up / spin down): -6.699 / -7.330 eV
- Multiplicity: 1
- Relative energy (zero: lowest compared OMol25 entry of this formula, charge and spin): 5.4636 eV
- HOMO-LUMO gap (spin up / spin down): 6.6 / 8.0 eV

=====

Q: Look up the relative energy (zero: lowest compared OMol25 entry of this formula, charge and spin) of the first one.
A: 0.0000 eV

=====

Q: Which of these has the highest multiplicity?
A: C22H22MnN8O7S